1.
C15H22N13O3STi as an isolated structure, computed with ωB97M-V with the def2-TZVPD basis set.

```
! wB97M-V def2-TZVPD RIJCOSX def2/J DEFGRID3
* xyz -1 1
Ti -0.47916 -0.31292 -0.16253
S 2.86342 -0.05925 -1.88783
O 2.18477 1.52187 1.61472
O 0.02034 -1.94892 -1.54560
O 1.28193 -1.16898 0.61251
N -1.87024 -3.00560 2.70932
N -3.05464 -2.85199 2.07858
N -0.98192 1.04291 1.17701
N -1.48474 -1.75591 0.98998
N -2.41702 0.41461 -2.32615
N 0.13546 1.24717 -1.18838
N -4.20478 -0.77645 -1.99296
N -3.72130 -1.65513 0.14854
N -2.27208 -0.20194 -1.10425
N -0.94307 -2.36131 2.09707
N -3.54450 0.06378 -2.82834
N 0.61200 1.41974 -2.47708
N 2.04368 1.06418 -4.15943
C 1.72694 0.85333 -2.81930
C -0.97260 2.30500 0.58729
C 1.49768 -2.54698 0.24549
C 1.21005 -2.68686 -1.22503
C -1.78861 2.01922 3.21180
C 3.04359 2.55689 1.17986
C -2.77757 -2.08131 1.04611
C -0.43624 2.35958 -0.68786
C 2.86222 0.30908 1.79432
C -1.39352 0.94920 2.48306
C 1.86546 -0.81450 1.90027
C -3.40268 -0.90889 -0.96589
C -1.40865 3.43798 1.31600
C -1.80379 3.30955 2.60651
C -0.20076 -1.93414 -2.96737
H 3.83878 2.74281 1.91604
H 3.48964 2.30646 0.21331
H -2.08879 1.87607 4.24113
H 2.54040 -2.80979 0.41595
H 1.07031 -3.74104 -1.47510
H 0.86152 -3.17450 0.85452
H 2.36333 -1.70193 2.28335
H -0.97565 -1.21251 -3.18430
H 3.44462 0.34706 2.72617
H 2.65928 0.37468 -4.55082
H -2.12224 4.17780 3.17192
H 2.02845 -2.26762 -1.80369
H 1.06662 -0.54678 2.58256
H 1.25615 1.33850 -4.72797
H 0.71837 -1.63825 -3.47317
H 2.43517 3.45106 1.07555
H 3.54030 0.11547 0.95681
H -1.40293 4.40308 0.82174
H -0.41526 3.26963 -1.26563
H -1.39866 -0.03960 2.91916
H -4.59802 -2.14396 0.13442
H -0.50105 -2.92963 -3.29232
*
```

Calculated values
**LUMO (spin up / spin down)**: 2.66 / 2.66 eV
**E_HOMO (spin up / spin down)**: -0.1251 / -0.1254 Ha
**ΔE to the lowest compared entry with this formula, charge and spin**: 0.4130 eV
**Strongest force on any atom**: 1.41 eV/Å
**Gap between HOMO and LUMO (spin up / spin down)**: 6.066 / 6.069 eV

Charges obtained by Mulliken population analysis, quoted in units of e: number 1, Ti, carries -1.997; number 2, S, carries -0.540; number 3, O, carries -0.197; number 4, O, carries 0.061; number 5, O, carries 0.505; number 6, N, carries -0.771; number 7, N, carries -0.632; number 8, N, carries 1.411; number 9, N, carries 1.113; number 10, N, carries -0.439; number 11, N, carries 1.854; number 12, N, carries -0.618; number 13, N, carries -0.072; number 14, N, carries 1.496; number 15, N, carries -0.427; number 16, N, carries -0.713; number 17, N, carries -1.729; number 18, N, carries -0.493; number 19, C, carries 0.248; number 20, C, carries 1.208; number 21, C, carries -0.871; number 22, C, carries -0.826; number 23, C, carries -1.107; number 24, C, carries -0.870; number 25, C, carries 0.398; number 26, C, carries -1.047; number 27, C, carries -0.814; number 28, C, carries -0.220; number 29, C, carries -0.866; number 30, C, carries 0.317; number 31, C, carries -1.211; number 32, C, carries -0.306; number 33, C, carries -0.974; number 34, H, carries 0.346; number 35, H, carries 0.295; number 36, H, carries 0.427; number 37, H, carries 0.598; number 38, H, carries 0.474; number 39, H, carries 0.407; number 40, H, carries 0.665; number 41, H, carries 0.347; number 42, H, carries 0.479; number 43, H, carries 0.239; number 44, H, carries 0.388; number 45, H, carries 0.356; number 46, H, carries 0.233; number 47, H, carries 0.256; number 48, H, carries 0.384; number 49, H, carries 0.234; number 50, H, carries 0.322; number 51, H, carries 0.435; number 52, H, carries 0.345; number 53, H, carries 0.411; number 54, H, carries 0.278; number 55, H, carries 0.212

2.
A 40-piece molecular cluster, H80O40 overall, computed with ωB97M-V with the def2-TZVPD basis set.

```
! wB97M-V def2-TZVPD RIJCOSX def2/J DEFGRID3
* xyz 0 1
O -1.61198 -4.73120 -0.34021
O -0.13432 3.57573 -2.87354
O -1.21433 2.40918 -4.95688
O 0.80689 -0.98442 -0.11821
O -0.81502 -2.70032 1.79846
O -5.24054 -1.66619 -2.34022
O 2.19113 -1.54001 5.41228
O 3.63202 -0.13823 -4.07305
O 1.06636 -0.14044 -4.55828
O -3.22869 -3.08917 -1.48505
O 2.70930 -3.56506 -0.59359
O 0.22950 -0.14199 6.33276
O -2.64965 -2.39902 6.03101
O -3.68153 -4.16854 1.26595
O -3.30211 0.88148 -1.93005
O -3.56839 2.96410 -0.34085
O -1.69630 4.77466 2.30473
O -2.20714 -2.84119 -4.87452
O 4.17812 -0.34560 0.43123
O 2.69656 1.66527 4.35556
O 5.14993 -2.66810 -0.87305
O -4.75974 1.08530 3.17105
O 1.85436 -4.07387 1.93335
O 0.45988 2.59731 5.54338
O -1.93144 -0.13368 4.95563
O 1.91976 -1.75320 -2.48389
O -0.30495 1.57781 3.02201
O 2.79458 1.45952 -6.02669
O -2.39588 1.87943 1.56025
O 0.49309 -0.90869 3.15463
O 1.98408 2.19263 -0.52205
O -0.04764 0.30008 -2.34423
O 2.11926 -4.21075 -4.80791
O 0.96116 3.92640 2.39906
O 5.78907 0.26170 -1.79118
O -0.74290 3.83061 0.06781
O -2.44835 0.26201 -4.09578
O 2.12241 5.86392 -1.14014
O 3.19201 2.93461 -3.25960
O -5.54785 -2.18989 1.37183
H -3.27875 -1.89788 5.51164
H -0.33141 0.72940 -3.15987
H 2.82087 -2.05515 -2.59788
H 5.25875 1.03920 -1.67706
H -1.15444 -1.79702 1.74729
H 2.16974 -2.20486 4.74927
H -2.38534 2.71043 1.08582
H -0.84460 3.17754 -2.36985
H 5.64972 -3.13384 -0.21171
H 2.94192 -3.69885 -1.50537
H -0.54675 1.75514 -5.06482
H -3.32857 0.47478 -3.75279
H -3.92568 0.19287 -1.66467
H -5.29133 -2.22823 2.28601
H -3.02574 3.26029 -1.07410
H -0.69357 -4.72259 -0.66539
H -0.52203 -2.56794 2.73777
H -5.40955 -3.12571 1.15670
H 4.58791 -0.16211 -4.16172
H 5.43725 -0.55691 -1.52868
H 1.29718 -4.54681 -5.03108
H -2.50881 4.28805 2.43346
H -4.30285 0.25636 3.38533
H 0.13562 -0.09036 2.71432
H 1.75373 6.41009 -1.84914
H 1.32798 -0.38184 -3.64766
H -0.45484 1.60004 3.96874
H 2.62696 3.63920 -2.91908
H 0.24577 -0.45233 -0.71812
H 3.09196 0.54921 -6.10988
H 2.80619 2.39871 4.97987
H -2.58306 -0.30064 -4.86147
H -2.56713 0.40460 -2.36732
H 0.09175 -0.89185 6.91730
H 2.25655 2.42483 -1.41014
H 4.03215 3.21358 -2.86977
H -1.80586 2.18233 -4.24098
H 1.14928 3.25101 5.45902
H 3.40556 -3.14605 -0.11122
H -3.02852 -4.86443 1.28072
H 3.45162 1.79442 3.76661
H 3.11859 -0.07914 -4.87409
H -2.66208 -3.85864 -1.30117
H -2.01536 1.75799 2.36551
H 1.47509 1.39396 -0.63936
H 0.80738 -1.22135 2.27174
H -1.70374 0.56223 4.34090
H 0.05399 3.67096 -0.39334
H -5.55175 -1.01573 -1.67991
H -0.64831 4.37655 0.87037
H -1.18405 4.28858 2.97752
H 4.11913 0.40280 1.03984
H 2.20964 -0.74401 4.84585
H 0.31351 2.45914 6.46331
H -3.85480 -3.86673 0.36814
H -0.99336 0.04820 -2.15165
H 2.22826 -4.87907 1.59745
H 2.06317 -3.61641 -4.03418
H 0.46022 0.58372 -4.52995
H 0.96088 -0.27925 5.68488
H 1.71590 4.16879 1.85338
H -1.76403 -2.22889 5.72625
H 1.81735 -1.39919 -1.57555
H -1.57352 -3.52688 -4.67381
H 2.46681 1.33759 -5.13470
H 3.30579 -0.70357 0.69870
H 0.38630 2.19773 2.72557
H -3.06388 -3.02814 -4.49101
H -1.51256 -4.18900 0.42510
H 1.14407 3.72802 3.30853
H -4.84488 1.07069 2.21349
H -3.01361 -2.48935 -2.20178
H -3.77064 2.02356 -0.44290
H -1.26923 0.01347 5.68917
H -4.96030 -2.33094 -1.67288
H 2.60730 6.38200 -0.50068
H 0.38411 -1.86559 -0.18805
H -0.48379 3.52924 -3.82925
H 4.90080 -1.75411 -0.68189
H 0.96128 -3.89811 1.63830
*
```

Calculated values
**LUMO**: -0.90 eV
**E_HOMO**: -0.3577 Ha
**ΔE to the lowest compared entry with this formula, charge and spin**: 10.9846 eV
**Strongest force on any atom**: 4.72 eV/Å
**Gap between HOMO and LUMO**: 8.837 eV

These are the Mulliken partial charges, in e, on atoms 1 to 99: number 1, O, carries -0.787; number 2, O, carries -0.549; number 3, O, carries -0.780; number 4, O, carries -0.232; number 5, O, carries -0.280; number 6, O, carries -0.668; number 7, O, carries -0.707; number 8, O, carries -0.473; number 9, O, carries -0.808; number 10, O, carries -0.551; number 11, O, carries -0.489; number 12, O, carries -0.733; number 13, O, carries -0.640; number 14, O, carries -0.609; number 15, O, carries -0.569; number 16, O, carries -0.687; number 17, O, carries -0.712; number 18, O, carries -0.574; number 19, O, carries -0.516; number 20, O, carries -0.478; number 21, O, carries -0.632; number 22, O, carries -0.580; number 23, O, carries -0.587; number 24, O, carries -0.519; number 25, O, carries -0.459; number 26, O, carries -0.444; number 27, O, carries -0.370; number 28, O, carries -0.588; number 29, O, carries -0.140; number 30, O, carries -0.254; number 31, O, carries -0.523; number 32, O, carries 0.195; number 33, O, carries -0.631; number 34, O, carries -0.526; number 35, O, carries -0.600; number 36, O, carries -0.386; number 37, O, carries -0.461; number 38, O, carries -0.541; number 39, O, carries -0.554; number 40, O, carries -0.564; number 41, H, carries 0.311; number 42, H, carries -0.015; number 43, H, carries 0.300; number 44, H, carries 0.298; number 45, H, carries 0.069; number 46, H, carries 0.358; number 47, H, carries 0.230; number 48, H, carries 0.115; number 49, H, carries 0.287; number 50, H, carries 0.227; number 51, H, carries 0.354; number 52, H, carries 0.280; number 53, H, carries 0.164; number 54, H, carries 0.266; number 55, H, carries 0.211; number 56, H, carries 0.313; number 57, H, carries 0.246; number 58, H, carries 0.339; number 59, H, carries 0.263; number 60, H, carries 0.184; number 61, H, carries 0.264; number 62, H, carries 0.320; number 63, H, carries 0.242; number 64, H, carries 0.542; number 65, H, carries 0.294; number 66, H, carries 0.558; number 67, H, carries 0.159; number 68, H, carries 0.247; number 69, H, carries -0.028; number 70, H, carries 0.396; number 71, H, carries 0.280; number 72, H, carries 0.130; number 73, H, carries 0.310; number 74, H, carries 0.289; number 75, H, carries 0.214; number 76, H, carries 0.251; number 77, H, carries 0.376; number 78, H, carries 0.185; number 79, H, carries 0.310; number 80, H, carries 0.271; number 81, H, carries 0.247; number 82, H, carries 0.077; number 83, H, carries 0.333; number 84, H, carries 0.248; number 85, H, carries 0.237; number 86, H, carries 0.121; number 87, H, carries 0.018; number 88, H, carries 0.236; number 89, H, carries 0.297; number 90, H, carries 0.218; number 91, H, carries 0.294; number 92, H, carries 0.204; number 93, H, carries 0.279; number 94, H, carries 0.237; number 95, H, carries 0.360; number 96, H, carries 0.109; number 97, H, carries 0.264; number 98, H, carries 0.329; number 99, H, carries 0.137